Record 1
The following is a DFT calculation (wB97M-V/def2-TZVPD) of 2 unconnected molecules or ions with the total composition C3H8NO2S.

```
15
Properties=species:S:1:pos:R:3:forces:R:3:mulliken_charge:R:1
O 0.064511 -2.178287 -0.000281 -1.669 2.141 0.342 -0.57
C -0.617186 -1.121866 0.066647 3.252 -2.929 -3.159 -0.44
C -0.449245 -0.067303 -1.013839 3.199 1.734 -0.054 0.09
C -1.201714 1.261158 -0.722239 1.703 -0.336 0.787 -0.70
S -0.977217 1.441137 1.116390 -0.315 0.959 -0.207 -0.58
N 1.035319 0.200843 -0.901570 2.458 1.104 -0.971 -0.57
H -1.188809 -0.890359 0.867720 -2.299 0.391 2.513 0.55
H -0.628403 -0.542587 -2.005643 -0.030 0.389 0.399 0.29
H -0.850172 2.243596 -1.278980 -0.753 -2.406 0.706 0.27
H -2.144361 0.871280 -0.982875 -2.164 0.975 -0.274 0.28
H 1.499167 0.030778 0.008090 -1.022 0.040 -0.837 0.26
H 1.505147 1.126288 -1.255383 -2.220 -2.159 0.748 0.21
H 0.980351 -0.063175 2.080989 1.474 -1.353 0.825 0.25
H 1.318588 -1.501170 1.682747 0.775 0.925 1.291 0.38
O 1.654025 -0.810334 2.338227 -2.389 0.526 -2.107 -0.75
```
Forces are in eV/Å.

The HOMO energy is -0.120 hartree. As for the frontier orbital gap: 0.267 hartree. As for the net charge: -1. The calculation puts the energy above the lowest of the compared OMol25 structures with the same formula, charge and spin at 324.1 kJ/mol. As for the total energy: -19660.4613 eV. The value obtained for the lowest unoccupied orbital energy is 0.1470 hartree.

Record 2
The following is a DFT calculation (wB97M-V/def2-TZVPD) of C7H6F4N2O in the gas phase.

```
20
Properties=species:S:1:pos:R:3:forces:R:3:mulliken_charge:R:1
C 3.539566 0.193847 -0.788296 0.087 0.009 -0.124 -0.79
C 2.245453 0.391642 -0.629241 -0.169 0.060 0.273 -0.20
C 1.546888 0.287894 0.695855 -0.192 -0.081 0.013 -0.37
C 0.458637 -0.764924 0.680720 0.560 0.229 0.339 0.58
F -0.111472 -0.944419 1.925948 0.142 -0.009 -0.225 -0.34
C 0.354134 -1.932060 -0.238488 0.097 -0.134 -0.119 0.15
O 0.650422 -3.010247 -0.611076 0.055 -0.621 -0.111 -0.51
N -0.460473 -0.874234 -0.430575 0.945 0.465 0.668 0.43
N -1.707818 -0.489525 -0.642239 -1.532 0.107 -0.382 -0.64
C -2.192605 0.352017 0.169403 -0.181 0.143 -0.033 -0.22
C -3.602191 0.822863 -0.055623 -0.524 0.226 -0.360 0.84
F -4.250608 0.977953 1.107621 0.174 -0.108 0.265 -0.26
F -3.622158 2.029333 -0.658271 0.247 0.041 0.004 -0.25
F -4.322010 0.000289 -0.810795 0.093 -0.188 -0.057 -0.25
H 4.015159 0.300474 -1.747873 0.027 0.010 -0.214 0.27
H 4.182825 -0.075787 0.032967 0.069 -0.060 0.227 0.25
H 1.616722 0.666474 -1.463288 -0.013 0.033 -0.226 0.32
H 2.257438 0.026432 1.480465 -0.044 -0.006 0.036 0.35
H 1.096253 1.252711 0.951009 0.001 -0.045 0.094 0.25
H -1.694166 0.789271 1.031773 0.157 -0.072 -0.067 0.37
```
Forces are in eV/Å.

Its structure (SMILES) is C=CC[C@]1(F)C(=O)N1/N=C/C(F)(F)F. The HOMO energy is -0.374 hartree. As for the frontier orbital gap: 0.367 hartree. As for the net charge: 0. The calculation puts the energy above the lowest of the compared OMol25 structures with the same formula, charge and spin at 174.3 kJ/mol. As for the total energy: -23250.7071 eV. The value obtained for the lowest unoccupied orbital energy is -0.0069 hartree.

Record 3
The following is a DFT calculation (wB97M-V/def2-TZVPD) of a molecular structure, C3H7NS2.

```
13
Properties=species:S:1:pos:R:3:forces:R:3:mulliken_charge:R:1
C -2.223217 -0.300328 0.894311 0.839 6.699 3.315 -0.76
C -0.747338 -0.854420 -0.680686 1.083 0.187 0.593 -0.68
C 0.543776 -0.182025 -0.056856 -0.342 0.934 -1.422 0.08
H -2.988213 0.630253 1.484870 1.870 -3.015 -2.191 0.23
H -1.154733 0.138603 1.284600 -2.858 -1.483 -0.036 0.30
H -2.449017 -1.244414 1.309598 -0.215 -1.137 0.202 0.34
H -2.895273 -0.818445 -0.968522 3.345 2.327 0.786 0.32
H -0.717684 -1.814113 -0.218926 -0.269 -1.127 0.085 0.40
H -0.549856 -0.907407 -1.706291 0.604 -0.459 -1.675 0.43
H -0.760375 1.435999 -0.833299 1.762 0.918 1.546 0.23
N -2.028526 -0.155924 -0.539316 -2.819 -2.922 0.046 -0.48
S 0.504333 1.536006 -0.041520 -2.720 0.347 -1.622 -0.15
S 2.012886 -0.805279 0.196680 -0.279 -1.270 0.372 -0.26
```
Forces are in eV/Å.

The HOMO energy is -0.316 hartree. As for the frontier orbital gap: 0.307 hartree. As for the net charge: 0. The calculation puts the energy above the lowest of the compared OMol25 structures with the same formula, charge and spin at 320.2 kJ/mol. As for the total energy: -26381.8565 eV. The value obtained for the lowest unoccupied orbital energy is -0.0085 hartree.